Entry 1:
Below is a 2-piece molecular cluster, C3H12N2O2 overall, with properties calculated with ωB97M-V/def2-TZVPD.

- energy relative to the best compared isomer or geometry (same formula, charge and spin) (kJ/mol) = 102.5
- molar mass (g/mol) = 108.14
- maximum force (eV Å⁻¹) = 1.396
- SMILES = NC[C@@H](N)CO.O

```
! wB97M-V def2-TZVPD RIJCOSX def2/J DEFGRID3
* xyz 0 1
N 2.5095 -0.1842 0.6368
C 1.2612 0.2155 1.2731
C -0.0077 -0.0462 0.4423
N -1.2370 0.1806 1.1489
C 0.0813 0.6888 -0.9113
O -1.2037 1.0378 -1.4326
H 2.3695 -0.8630 -0.1010
H 2.9201 0.6207 0.1669
H 1.3002 1.2715 1.5417
H 1.1561 -0.3183 2.2287
H 0.0491 -1.1260 0.2749
H -1.2724 0.8575 1.8931
H -1.7360 -0.6479 1.4137
H 0.6641 1.5944 -0.7568
H 0.5448 0.0469 -1.6549
H -1.7082 1.3770 -0.6722
O -1.6397 -1.7576 -2.0604
H -2.3582 -2.1440 -1.5510
H -1.6930 -0.8035 -1.8796
*
```

***

Entry 2:
Below is a 3-piece molecular cluster, C3H12N2O2 overall, with properties calculated with ωB97M-V/def2-TZVPD.

- energy relative to the best compared isomer or geometry (same formula, charge and spin) (kJ/mol) = 149.6
- molar mass (g/mol) = 108.14
- maximum force (eV Å⁻¹) = 1.428
- SMILES = C/C(N)=C/N.O.O

```
! wB97M-V def2-TZVPD RIJCOSX def2/J DEFGRID3
* xyz 0 1
C -2.2776 -2.1781 -0.2928
C -1.2169 -2.0626 0.7660
N -1.5551 -2.3772 2.1190
C 0.0499 -1.7572 0.4410
N 1.1151 -2.0791 1.3220
H -3.2331 -1.7415 -0.0068
H -1.9010 -1.6314 -1.1609
H -2.3333 -3.2413 -0.5368
H -0.8500 -1.9045 2.6787
H -2.4358 -1.9612 2.3781
H 0.3359 -1.3373 -0.5113
H 1.6337 -1.2749 1.6425
H 1.0072 -2.7404 2.0741
O 2.2757 4.8032 0.2410
H 1.3277 4.9307 0.1800
H 2.5518 4.3110 -0.5359
O 2.0991 4.3707 -3.5670
H 2.2231 3.4487 -3.3685
H 1.1838 4.4225 -3.8625
*
```